<i>
Density functional theory data (wB97M-V/def2-TZVPD) for 2 unconnected molecules or ions with the total composition C4H11N2.

Last column: Löwdin charge in e.
Element x y z (Å)
C (1.04, 0.91, -2.71)  -0.0299
N (1.11, 0.79, -1.46)  0.0172
H (0.49, 0.16, -3.27)  0.0811
H (1.43, 1.76, -3.27)  0.0908
H (1.60, 1.51, -0.95)  0.0796
C (0.73, -0.03, 1.99)  -0.0620
C (-0.34, -0.97, 1.39)  -0.1786
C (-2.01, -0.44, -0.26)  0.1580
N (-0.80, -0.41, 0.11)  0.0134
H (1.62, 0.00, 1.37)  0.0716
H (0.31, 0.96, 2.15)  0.0856
H (1.00, -0.46, 2.96)  0.0880
H (0.09, -1.94, 1.16)  0.1360
H (-1.17, -1.01, 2.09)  0.1259
H (-2.33, 0.05, -1.17)  0.1172
H (-2.72, -0.96, 0.37)  0.1207
H (-0.04, 0.08, -0.49)  0.0854

Properties
HOMO-LUMO gap ... 10.62 eV
LUMO ... -4.3 eV
Multiplicity ... 1
Net charge ... +1
HOMO ... -14.89 eV

<ii>
Density functional theory data (wB97M-V/def2-TZVPD) for a gas-phase ion, C4H11N2 (charge +1).

Last column: Löwdin charge in e.
Element x y z (Å)
N (1.19, -1.77, 0.68)  -0.0003
C (0.74, -1.62, -0.68)  -0.2374
C (-0.69, -0.94, -0.68)  -0.2029
C (-0.78, 0.15, 0.31)  -0.0989
C (-0.98, 1.40, -0.14)  -0.0355
N (-0.16, 2.47, 0.60)  0.1911
H (1.88, -1.08, 0.92)  0.0721
H (1.39, -2.67, 1.08)  0.0833
H (1.32, -0.85, -1.24)  0.1165
H (0.72, -2.46, -1.37)  0.1160
H (-1.50, -1.68, -0.60)  0.1204
H (-0.97, -0.58, -1.69)  0.1206
H (-0.74, -0.18, 1.35)  0.1300
H (-1.64, 1.78, -0.91)  0.1301
H (0.77, 2.52, 0.19)  0.1652
H (-0.62, 3.38, 0.66)  0.1667
H (0.08, 2.11, 1.52)  0.1631

Properties
HOMO-LUMO gap ... 8.69 eV
LUMO ... -4.0 eV
Multiplicity ... 1
Net charge ... +1
SMILES string ... NCC/C=C/[NH3+]
HOMO ... -12.72 eV

Q: Which of them is the most stable? A: <i>.

<i>
Density functional theory data (wB97M-V/def2-TZVPD) for a gas-phase ion, C4H11N2 (charge +1).

Last column: Löwdin charge in e.
Element x y z (Å)
C (-0.14, 1.93, -1.43)  -0.0764
C (-1.03, 0.88, -0.79)  -0.2060
C (-0.32, -0.12, 0.05)  -0.2387
N (-0.10, -1.45, -0.60)  0.2293
C (0.30, 0.00, 1.21)  -0.1080
N (1.13, -1.01, 1.74)  0.0518
H (0.65, 2.22, -0.75)  0.0766
H (-0.70, 2.84, -1.64)  0.0862
H (0.34, 1.59, -2.35)  0.0819
H (-1.83, 1.35, -0.21)  0.1270
H (-1.63, 0.34, -1.54)  0.1206
H (0.56, -1.37, -1.38)  0.1801
H (0.32, -2.06, 0.12)  0.1494
H (-0.96, -1.83, -0.99)  0.1739
H (0.15, 0.90, 1.79)  0.1402
H (2.05, -1.06, 1.31)  0.1073
H (1.18, -0.97, 2.74)  0.1047

Properties
HOMO-LUMO gap ... 10.33 eV
LUMO ... -3.5 eV
Multiplicity ... 1
Net charge ... +1
SMILES string ... CC/C([NH3+])=C/N
HOMO ... -13.79 eV

<ii>
Density functional theory data (wB97M-V/def2-TZVPD) for 2 unconnected molecules or ions with the total composition C4H11N2.

Last column: Löwdin charge in e.
Element x y z (Å)
C (-0.70, 1.24, 2.19)  -0.0214
C (0.16, 1.14, 1.01)  0.0289
C (-0.10, 1.60, -0.28)  -0.0493
C (0.33, 1.16, -1.51)  -0.0309
N (-0.26, 1.75, -2.64)  0.0669
N (0.56, -5.31, 1.08)  0.0087
H (-0.18, 1.66, 3.05)  0.1197
H (-1.11, 0.26, 2.48)  0.1238
H (0.94, 0.38, 1.04)  0.1409
H (0.20, -6.22, 1.27)  -0.0015
H (-0.94, 2.29, -0.40)  0.1345
H (1.14, 0.46, -1.72)  0.1473
H (-0.56, 0.98, -3.23)  0.1154
H (0.41, 2.30, -3.18)  0.1253
H (1.15, -5.32, 0.27)  0.0025
H (-1.54, 1.89, 1.92)  0.0991
H (-0.25, -4.72, 0.94)  -0.0096

Properties
HOMO-LUMO gap ... 5.13 eV
LUMO ... -7.0 eV
Multiplicity ... 1
Net charge ... +1
HOMO ... -12.13 eV

Q: Which of them is the most stable? A: <i>.

<i>
Density functional theory data (wB97M-V/def2-TZVPD) for 2 unconnected molecules or ions with the total composition C4H11N2.

Last column: Löwdin charge in e.
Element x y z (Å)
C (0.25, -0.45, 0.08)  -0.0413
C (0.81, -1.78, 0.02)  -0.0209
C (2.17, 1.01, 0.04)  -0.0014
C (-2.45, 0.73, -0.11)  -0.2132
N (0.75, 0.70, 0.09)  0.0391
N (-1.97, -0.49, 0.42)  0.0739
H (0.17, -2.45, -0.56)  0.1027
H (1.82, -1.79, -0.39)  0.1023
H (0.82, -2.18, 1.04)  0.1262
H (2.53, 0.96, -0.99)  0.1133
H (2.34, 2.01, 0.42)  0.1070
H (2.73, 0.30, 0.64)  0.1059
H (-2.03, 1.58, 0.44)  0.0771
H (-3.53, 0.74, 0.12)  0.1121
H (-2.35, 0.87, -1.19)  0.0920
H (0.12, 1.50, 0.16)  0.1564
H (-2.17, -1.27, -0.20)  0.0688

Properties
HOMO-LUMO gap (alpha / beta) ... 9.09 / 9.10 eV
LUMO (alpha / beta) ... -4.9 / -4.9 eV
Multiplicity ... 1
Net charge ... +1
HOMO (alpha / beta) ... -13.98 / -13.96 eV

<ii>
Density functional theory data (wB97M-V/def2-TZVPD) for a gas-phase ion, C4H11N2 (charge +1).

Last column: Löwdin charge in e.
Element x y z (Å)
C (0.78, -1.45, -1.12)  0.0157
C (-0.08, -1.01, -0.07)  -0.1630
N (-0.70, -1.79, 0.66)  0.2899
N (-0.23, 0.76, 0.33)  -0.1549
C (0.32, 0.93, 1.65)  -0.1096
C (0.33, 1.54, -0.71)  -0.1352
H (1.63, -0.85, -1.09)  0.0765
H (0.24, -1.39, -2.08)  0.1317
H (0.98, -2.57, -0.87)  0.1507
H (-0.63, -2.73, 0.45)  0.1405
H (-1.11, -1.42, 1.45)  0.1226
H (1.37, 0.55, 1.66)  0.1030
H (-0.28, 0.36, 2.41)  0.0936
H (0.20, 1.99, 1.90)  0.1095
H (0.12, 1.16, -1.66)  0.0571
H (1.50, 1.64, -0.75)  0.1344
H (-0.31, 2.47, -0.54)  0.1376

Properties
HOMO-LUMO gap ... 9.53 eV
LUMO ... -4.2 eV
Multiplicity ... 1
Net charge ... +1
SMILES string ... CC(N)=[N+](C)C
HOMO ... -13.72 eV

<iii>
Density functional theory data (wB97M-V/def2-TZVPD) for a gas-phase ion, C4H11N2 (charge +1).

Last column: Löwdin charge in e.
Element x y z (Å)
C (0.87, -1.60, -0.58)  0.0589
C (-0.14, -0.72, -0.65)  -0.4355
N (-0.70, -0.13, -1.80)  0.0948
C (-0.85, -0.30, 0.64)  -0.1354
C (-0.44, 1.14, 0.87)  -0.1534
N (1.01, 1.16, 1.26)  0.2012
H (1.64, -1.64, -1.35)  0.0765
H (1.13, -2.07, 0.35)  0.0652
H (-0.01, -0.04, -2.52)  0.0983
H (-1.65, -0.38, -1.99)  0.1072
H (-1.93, -0.33, 0.52)  0.1269
H (-0.61, -1.03, 1.41)  0.1208
H (-1.02, 1.83, 1.48)  0.1400
H (-0.58, 1.65, -0.09)  0.1266
H (1.10, 0.65, 2.13)  0.1749
H (1.43, 2.10, 1.32)  0.1811
H (1.56, 0.67, 0.55)  0.1519

Properties
HOMO-LUMO gap ... 9.16 eV
LUMO ... -3.5 eV
Multiplicity ... 1
Net charge ... +1
SMILES string ... C=C(N)CC[NH3+]
HOMO ... -12.69 eV

Q: Which of them is the most stable? A: <iii>.

<i>
Density functional theory data (wB97M-V/def2-TZVPD) for 2 unconnected molecules or ions with the total composition C4H11N2.

Last column: Löwdin charge in e.
Element x y z (Å)
C (-0.03, -0.26, 2.04)  -0.0403
C (-0.16, -1.56, 1.78)  -0.3008
N (-1.16, -2.15, 1.01)  0.0379
H (-0.83, 0.42, 1.76)  0.0577
H (0.82, 0.06, 2.63)  0.0546
H (0.54, -2.25, 2.23)  0.1154
H (-2.07, -1.71, 1.00)  0.0988
H (-1.27, -3.13, 1.19)  0.0933
C (0.76, 2.10, -2.07)  0.0107
C (-0.18, 0.10, -1.03)  0.1586
N (0.81, 0.88, -1.23)  0.0080
H (1.65, 2.05, -2.69)  0.1107
H (0.79, 2.97, -1.42)  0.1106
H (-0.21, 2.14, -2.54)  0.1013
H (-1.12, 0.39, -1.49)  0.1312
H (-0.01, -0.84, -0.53)  0.0763
H (1.65, 0.79, -0.67)  0.1760

Properties
HOMO-LUMO gap ... 7.53 eV
LUMO ... -4.8 eV
Multiplicity ... 1
Net charge ... +1
HOMO ... -12.35 eV

<ii>
Density functional theory data (wB97M-V/def2-TZVPD) for a gas-phase ion, C4H11N2 (charge +1).

Last column: Löwdin charge in e.
Element x y z (Å)
H (2.02, 0.33, -2.47)  0.0504
N (1.39, 0.36, -1.77)  0.1470
C (1.47, -0.51, -0.84)  -0.0921
C (0.46, -0.43, 0.36)  -0.3024
C (-0.17, -1.81, 0.40)  -0.0392
N (-0.48, 0.56, -0.15)  -0.0207
C (-0.92, 1.87, 0.52)  0.0145
H (2.34, -1.23, -0.64)  0.1678
H (1.05, -0.17, 1.22)  0.1528
H (-0.39, -2.18, -0.58)  0.0852
H (0.53, -2.39, 0.94)  0.0768
H (-1.26, -1.85, 0.87)  0.1445
H (-1.41, 0.21, -0.31)  0.1516
H (0.14, 0.97, -0.99)  0.1315
H (-1.12, 2.65, -0.30)  0.1372
H (-1.73, 1.58, 1.22)  0.1004
H (-0.19, 2.35, 1.18)  0.0946

Properties
HOMO-LUMO gap ... 12.23 eV
LUMO ... -3.3 eV
Multiplicity ... 1
Net charge ... +1
SMILES string ... [H]/N=C/[C@H](C)[NH2+]C
HOMO ... -15.57 eV

Q: Which of them is the most stable? A: <i>.

<i>
Density functional theory data (wB97M-V/def2-TZVPD) for 2 unconnected molecules or ions with the total composition C4H11N2.

Last column: Löwdin charge in e.
Element x y z (Å)
C (-0.08, 0.64, 1.35)  -0.0930
C (-0.26, -0.02, 0.04)  -0.3258
C (-1.71, -1.90, 0.23)  0.1402
C (1.90, 0.96, -0.82)  0.0476
N (-1.00, 1.11, 0.33)  0.0785
N (0.76, -0.09, -0.97)  0.0719
H (-0.44, 0.33, 2.32)  0.1173
H (0.89, 1.13, 1.50)  0.0959
H (-1.93, -1.72, 1.28)  0.0177
H (-1.35, -2.94, -0.01)  0.0390
H (-2.44, -1.43, -0.49)  0.0350
H (1.39, 1.89, -0.71)  0.0877
H (2.40, 0.74, 0.16)  0.1098
H (2.56, 0.93, -1.72)  0.1222
H (-1.99, 1.15, 0.43)  0.1128
H (0.97, -1.08, -1.12)  0.1833
H (0.34, 0.29, -1.79)  0.1598

Properties
HOMO-LUMO gap ... 9.45 eV
LUMO ... -3.9 eV
Multiplicity ... 1
Net charge ... +1
HOMO ... -13.33 eV

<ii>
Density functional theory data (wB97M-V/def2-TZVPD) for a gas-phase ion, C4H11N2 (charge +1).

Last column: Löwdin charge in e.
Element x y z (Å)
C (1.24, 2.27, 0.22)  0.0230
N (0.48, 1.25, 0.36)  -0.0764
C (-0.79, 1.03, -0.24)  -0.2620
C (-1.38, -0.38, -0.04)  -0.1588
C (-0.40, -1.42, -0.52)  -0.1086
N (0.84, -1.58, 0.47)  0.1788
H (1.54, 2.83, -0.66)  0.0944
H (1.97, 2.32, 1.02)  0.0786
H (-0.86, 1.31, -1.30)  0.1285
H (-1.55, 1.68, 0.24)  0.1369
H (-2.20, -0.39, -0.75)  0.1310
H (-1.48, -0.55, 1.05)  0.1349
H (0.15, -1.34, -1.46)  0.1382
H (-0.90, -2.40, -0.41)  0.1265
H (1.54, -2.26, 0.15)  0.1597
H (1.24, -0.62, 0.43)  0.1190
H (0.57, -1.75, 1.43)  0.1561

Properties
HOMO-LUMO gap ... 10.09 eV
LUMO ... -3.3 eV
Multiplicity ... 1
Net charge ... +1
SMILES string ... C=NCCC[NH3+]
HOMO ... -13.43 eV

Q: Which of them is the most stable? A: <ii>.

<i>
Density functional theory data (wB97M-V/def2-TZVPD) for a single C5H5F molecule.

Last column: Löwdin charge in e.
Element x y z (Å)
C (2.28, -0.87, -0.02)  0.1459
C (1.50, 0.03, 0.01)  -0.0788
C (0.51, 1.04, 0.05)  -0.3366
F (0.98, 2.28, -0.02)  0.0676
C (-0.81, 0.80, 0.00)  -0.0697
C (-1.40, -0.55, -0.01)  -0.0833
H (3.00, -1.66, 0.02)  0.0380
H (-1.48, 1.61, -0.02)  0.0988
H (-0.57, -1.25, -0.07)  0.0641
H (-1.93, -0.75, 0.90)  0.0803
H (-2.07, -0.68, -0.84)  0.0738

Properties
HOMO-LUMO gap ... 10.10 eV
LUMO ... 1.1 eV
Multiplicity ... 1
Net charge ... 0
SMILES string ... C#C/C(F)=C\C
HOMO ... -9.03 eV

<ii>
Density functional theory data (wB97M-V/def2-TZVPD) for a single C5H5F molecule.

Last column: Löwdin charge in e.
Element x y z (Å)
C (-1.91, 1.14, 0.05)  0.0999
C (-1.14, 0.00, 0.00)  -0.3564
F (-1.77, -1.20, 0.00)  0.0522
C (0.28, 0.05, 0.00)  0.0090
C (1.49, 0.07, -0.04)  -0.0380
C (2.98, 0.01, 0.03)  -0.0941
H (-2.93, 1.18, -0.12)  0.0376
H (-1.50, 2.11, -0.07)  0.0554
H (3.43, 0.66, -0.75)  0.0791
H (3.29, -1.01, -0.28)  0.0846
H (3.40, 0.22, 1.01)  0.0708

Properties
HOMO-LUMO gap ... 9.89 eV
LUMO ... 0.9 eV
Multiplicity ... 1
Net charge ... 0
SMILES string ... C=C(F)C#CC
HOMO ... -8.98 eV

<iii>
Density functional theory data (wB97M-V/def2-TZVPD) for a single C5H5F molecule.

Last column: Löwdin charge in e.
Element x y z (Å)
C (-2.38, 0.04, 0.47)  0.1289
C (-1.31, 0.00, -0.09)  -0.1221
C (-0.03, -0.20, -0.68)  -0.2476
C (1.01, 0.80, -0.25)  -0.0440
C (1.08, -0.61, 0.27)  -0.2262
F (0.64, -0.87, 1.57)  -0.0037
H (-3.31, 0.05, 1.02)  0.0336
H (0.07, -0.57, -1.70)  0.1413
H (0.63, 1.56, 0.40)  0.1121
H (1.81, 1.08, -0.93)  0.1067
H (1.78, -1.28, -0.09)  0.1211

Properties
HOMO-LUMO gap ... 10.65 eV
LUMO ... 1.1 eV
Multiplicity ... 1
Net charge ... 0
SMILES string ... C#C[C@H]1C[C@H]1F
HOMO ... -9.58 eV

Q: Which of them is the most stable? A: <i>.